Record 1
{"formula": "CH6N2O2", "method": "the ωB97M-V functional and the def2-TZVPD basis", "symbols": ["N", "C", "N", "O", "H", "H", "H", "H", "H", "H", "O"], "xyz": [[1.8085, 0.4671, -0.9942], [0.6434, 0.1627, -0.3558], [-0.5097, 0.7027, -0.9190], [0.6270, -0.4448, 0.7014], [1.7964, 0.6708, -1.9765], [2.6813, 0.2334, -0.5612], [-1.3124, 0.3684, -0.3882], [-0.6260, 0.5904, -1.9129], [-1.5242, -1.3511, 1.0119], [-1.4333, -0.1920, 1.8776], [-2.1231, -0.7041, 1.4246]], "nbo_charge": [-0.84, 0.78, -0.86, -0.68, 0.39, 0.41, 0.41, 0.38, 0.48, 0.48, -0.95], "gap_ev": 10.839, "largest_force_ev_per_a": 0.8, "homo_energy_ev": -10.183, "e_lumo_ev": 0.66, "smiles": "NC(N)=O.O", "e_tot_ev": -8210.53205, "total_charge": 0}

---

Record 2
{"formula": "CH6N2O2S", "method": "the ωB97M-V functional and the def2-TZVPD basis", "symbols": ["C", "N", "N", "O", "O", "S", "H", "H", "H", "H", "H", "H"], "xyz": [[0.3761, 1.1754, 0.1221], [-0.6033, -1.0922, 0.9092], [1.1129, 0.1368, -0.1667], [-3.0694, -0.4292, 0.4669], [-1.3659, 0.8769, -0.6653], [-1.7425, -0.4939, -0.0277], [0.7503, 2.0134, -0.4583], [-0.0259, 1.2095, 1.1825], [-0.9572, -1.3708, 1.8048], [0.7137, -0.6493, 0.3119], [1.3926, -0.0237, -1.1157], [-1.8004, -1.5593, -0.9689]], "nbo_charge": [0.11, -1.27, -0.75, -0.94, -0.88, 2.09, 0.21, 0.24, 0.40, 0.43, 0.38, -0.02], "gap_ev": 10.354, "largest_force_ev_per_a": 2.8, "homo_energy_ev": -9.702, "e_lumo_ev": 0.65, "e_tot_ev": -19041.19279, "total_charge": 0}

---

Record 3
{"formula": "CH6N2O2SSi", "method": "the ωB97M-V functional and the def2-TZVPD basis", "symbols": ["C", "N", "N", "O", "O", "Si", "S", "H", "H", "H", "H", "H", "H"], "xyz": [[-0.6168, -0.9011, -0.1656], [-0.9558, -2.0447, 0.4526], [0.8593, -0.5396, -0.8249], [-2.5102, 0.3802, 0.9312], [-0.4109, 1.6042, 0.1344], [1.2695, 1.3732, -0.3708], [-1.6217, 0.7541, -0.1661], [-0.4914, -2.8876, 0.6053], [-1.9483, -2.0535, 0.8533], [1.6154, -1.1665, -0.5801], [1.1590, 1.9855, -1.8808], [2.2410, 0.8097, 0.6016], [1.4107, 2.6861, 0.4099]], "nbo_charge": [0.31, -0.75, -0.94, -0.96, -1.01, 1.11, 1.61, 0.42, 0.44, 0.38, -0.16, -0.20, -0.26], "gap_ev": 8.079, "largest_force_ev_per_a": 7.2, "homo_energy_ev": -8.577, "e_lumo_ev": -0.50, "e_tot_ev": -26918.54668, "total_charge": 0}

---

Record 4
{"formula": "CH6N2OS", "method": "the ωB97M-V functional and the def2-TZVPD basis", "symbols": ["C", "N", "N", "O", "S", "H", "H", "H", "H", "H", "H"], "xyz": [[0.1143, -0.4510, 0.7810], [0.8285, -0.4773, -1.4647], [-0.1503, -0.6440, -0.6090], [-1.1599, 1.1766, -1.0371], [-1.4629, 2.0488, 0.1563], [-0.4389, 0.6031, 1.1354], [-0.2701, -1.2246, 1.2223], [1.1268, -0.2392, 1.0348], [0.6307, -0.7090, -2.4205], [1.7968, -0.0428, -1.1257], [-2.4564, 1.3265, 0.9048]], "nbo_charge": [-0.48, -0.54, -0.01, -0.87, 0.53, 0.20, 0.21, 0.18, 0.40, 0.36, 0.03], "gap_ev": [7.198, 8.021], "largest_force_ev_per_a": 6.6, "homo_energy_ev": [-7.197, -7.500], "e_lumo_ev": [0.00, 0.52], "e_tot_ev": -16992.46129, "total_charge": 0}

---

Record 5
{"formula": "CH6N2P", "method": "the ωB97M-V functional and the def2-TZVPD basis", "symbols": ["C", "N", "N", "P", "H", "H", "H", "H", "H", "H"], "xyz": [[1.2091, 0.7633, -0.3047], [2.0509, -0.0624, 0.2045], [-1.8440, 0.3650, 0.2770], [-0.4336, -0.1973, -0.3173], [2.9858, 0.3143, 0.1795], [1.9304, -0.9374, 0.6001], [-2.0630, 1.3438, 0.3718], [-2.8024, 0.1484, 0.1543], [-0.3209, -1.2619, 0.4717], [-0.7123, -0.4757, -1.6369]], "nbo_charge": [-0.03, -0.68, -1.19, 1.18, 0.43, 0.40, 0.44, 0.46, -0.03, 0.02], "gap_ev": 9.616, "largest_force_ev_per_a": 2.9, "homo_energy_ev": -14.459, "e_lumo_ev": -4.84, "smiles": "N[PH2]=C=[NH2+]", "e_tot_ev": -13393.27336, "total_charge": 1}

---

Record 6
{"formula": "CH6N2PS", "method": "the ωB97M-V functional and the def2-TZVPD basis", "symbols": ["C", "N", "N", "P", "S", "H", "H", "H", "H", "H", "H"], "xyz": [[0.5958, -0.8137, 0.5145], [-0.8988, 1.1048, -0.4669], [1.6788, -0.2169, 0.1347], [-0.5900, -2.1527, 0.2643], [-0.2272, -0.8722, 1.9873], [-0.3096, 1.9257, -0.5548], [-1.1191, 0.8246, -1.4198], [2.1234, 0.4738, 0.7353], [-1.7758, 1.4217, -0.0680], [2.0773, -0.3629, -0.7829], [-1.5550, -1.3321, -0.3436]], "nbo_charge": [-0.07, -1.09, -0.68, 0.63, 0.22, 0.38, 0.37, 0.43, 0.38, 0.43, -0.01], "gap_ev": 9.761, "largest_force_ev_per_a": 0.9, "homo_energy_ev": -14.364, "e_lumo_ev": -4.60, "e_tot_ev": -24230.97273, "total_charge": 1}

---

Record 7
{"formula": "CH6N3", "method": "the ωB97M-V functional and the def2-TZVPD basis", "symbols": ["C", "N", "N", "N", "H", "H", "H", "H", "H", "H"], "xyz": [[2.1014, 0.7536, -0.5654], [1.2399, -0.0208, -0.0350], [-0.6597, -1.3222, 0.6208], [-1.8013, -0.6837, 0.3947], [1.6102, 1.4857, -1.0961], [3.2034, 0.8208, -0.4491], [1.6872, -0.7783, 0.4551], [-2.6740, -1.0310, 0.9651], [-2.2386, -0.9570, -0.4613], [-1.8092, 0.2602, 0.7617]], "nbo_charge": [0.02, -0.60, 0.13, -0.65, 0.17, 0.20, 0.35, 0.46, 0.45, 0.47], "gap_ev": [8.016, 8.041], "largest_force_ev_per_a": 4.7, "homo_energy_ev": [-14.671, -14.700], "e_lumo_ev": [-6.65, -6.66], "e_tot_ev": -5590.97375, "total_charge": 1}

---

Record 8
{"formula": "CH6N3", "method": "the ωB97M-V functional and the def2-TZVPD basis", "symbols": ["C", "N", "N", "N", "H", "H", "H", "H", "H", "H"], "xyz": [[-2.6049, -0.2932, -0.0382], [1.2123, -0.7124, -0.0908], [-1.5078, 0.0475, 0.0008], [1.2762, 0.6354, 0.2365], [-3.5022, -0.7129, -0.3507], [0.4256, -1.1789, 0.4453], [0.8381, -0.7964, -1.0349], [0.1967, 1.0415, 0.0815], [1.6799, 0.8260, 1.1550], [1.9860, 1.1434, -0.4044]], "nbo_charge": [0.24, -0.61, -0.47, -0.55, 0.26, 0.39, 0.38, 0.47, 0.44, 0.45], "gap_ev": 12.205, "largest_force_ev_per_a": 4.2, "homo_energy_ev": -15.777, "e_lumo_ev": -3.57, "e_tot_ev": -5595.77603, "total_charge": 1}

---

Number 2 is which compound? CH6N2O2S

---

What is the formula in the second record? CH6N2O2S